{
  "formula": "C15H9Cl3CsNO2SSe",
  "method": "the ωB97M-V functional and the def2-TZVPD basis",
  "spin_multiplicity": 1,
  "molar_mass_g_mol": 585.5,
  "e_homo_ev": -0.84,
  "homo_lumo_gap_ha": 0.12623,
  "total_charge": -2,
  "symbols": ["Cs", "O", "C", "O", "C", "C", "C", "C", "C", "C", "S", "H", "H", "H", "H", "Se", "C", "C", "C", "C", "C", "C", "H", "H", "H", "H", "H", "Cl", "C", "Cl", "Cl", "C", "N"],
  "coordinates": [[-0.960, -1.774, -1.811], [1.019, -0.480, 0.169], [1.833, -1.410, -0.013], [2.258, -1.908, -1.096], [2.281, -2.142, 1.225], [3.379, -1.704, 1.924], [3.777, -2.406, 3.060], [3.280, -3.730, 3.215], [2.160, -4.139, 2.539], [1.484, -3.306, 1.571], [0.012, -3.823, 0.922], [3.824, -0.748, 1.644], [4.530, -2.051, 3.736], [3.653, -4.367, 3.998], [1.789, -5.152, 2.592], [-1.652, 4.306, -3.913], [-0.939, 4.502, -2.168], [-0.533, 3.240, -1.500], [0.227, 3.311, -0.302], [0.636, 4.545, 0.260], [0.332, 5.682, -0.465], [-0.467, 5.719, -1.596], [-0.598, 2.240, -1.930], [0.304, 2.354, 0.215], [1.188, 4.553, 1.178], [0.810, 6.677, -0.182], [-0.858, 6.602, -2.043], [-5.639, -0.577, -1.831], [-5.817, -2.335, -2.040], [-7.043, -2.991, -0.809], [-6.316, -2.790, -3.725], [-4.532, -2.881, -1.561], [-3.421, -3.016, -1.262]]
}

***

{
  "formula": "ClH7N2Si2",
  "method": "the ωB97M-V functional and the def2-TZVPD basis",
  "spin_multiplicity": 1,
  "molar_mass_g_mol": 126.7,
  "e_homo_ev": -8.94,
  "homo_lumo_gap_ha": 0.35285,
  "symbols": ["N", "N", "Si", "Si", "Cl", "H", "H", "H", "H", "H", "H", "H"],
  "coordinates": [[0.259, 1.634, 1.393], [0.741, 0.723, -1.670], [-1.052, -1.532, 0.066], [0.660, 0.003, -0.113], [2.533, -0.609, 0.309], [-0.740, 1.806, 1.343], [0.444, 1.223, 2.302], [-0.037, 1.264, -2.010], [1.616, 1.118, -1.977], [-1.740, -1.379, 1.353], [-0.621, -2.930, -0.021], [-2.063, -1.322, -0.976]]
}

***

{
  "formula": "C25H33NO5",
  "method": "the ωB97M-V functional and the def2-TZVPD basis",
  "spin_multiplicity": 1,
  "molar_mass_g_mol": 427.5,
  "e_homo_ev": -7.84,
  "homo_lumo_gap_ha": 0.30901,
  "symbols": ["C", "C", "H", "H", "O", "C", "O", "C", "C", "C", "N", "C", "C", "H", "H", "H", "H", "C", "C", "C", "C", "C", "C", "C", "H", "H", "H", "O", "C", "C", "O", "H", "H", "H", "H", "H", "H", "H", "H", "H", "H", "H", "H", "C", "C", "O", "C", "C", "C", "C", "C", "C", "H", "H", "H", "H", "H", "H", "H", "H", "H", "H", "H", "H"],
  "coordinates": [[-0.515, 3.855, -2.603], [0.954, 3.531, -2.256], [1.274, 4.200, -1.361], [1.670, 3.740, -3.163], [1.370, 2.206, -2.028], [1.057, 2.120, -0.631], [0.597, 3.033, 0.149], [1.440, 0.521, -0.178], [1.910, -0.300, -1.348], [0.650, -0.590, -2.407], [-0.479, -1.035, -1.592], [-0.858, -0.190, -0.673], [0.038, -0.052, 0.184], [0.168, -0.907, 0.994], [-0.306, 0.667, 1.064], [-1.994, -0.494, -0.339], [-1.363, 0.760, -1.357], [-0.495, -2.402, -1.429], [-1.793, -3.147, -0.907], [-2.062, -3.563, 0.262], [-3.158, -4.179, 0.521], [-4.345, -3.825, -0.227], [-4.129, -3.332, -1.426], [-2.953, -2.721, -1.817], [-2.493, -2.524, -2.702], [-4.983, -3.327, -2.198], [-5.340, -4.391, -0.274], [-3.294, -4.820, 1.923], [-4.612, -5.151, 2.177], [-4.414, -5.856, 3.570], [-3.919, -4.932, 4.623], [-3.120, -4.450, 4.099], [-5.277, -6.345, 4.008], [-3.544, -6.636, 3.389], [-4.923, -6.035, 1.452], [-5.330, -4.496, 2.472], [-1.074, -3.913, 0.882], [0.059, -2.491, -0.491], [-0.067, -3.014, -2.212], [1.059, -1.108, -2.993], [0.225, 0.419, -2.903], [2.536, 0.469, -1.773], [2.195, -1.136, -1.001], [2.336, 0.654, 0.838], [3.890, 1.076, 0.595], [3.688, 2.130, -0.201], [3.602, 3.411, 0.426], [3.405, 3.524, 1.764], [3.555, 4.781, 2.510], [3.622, 6.124, 1.697], [3.770, 5.791, 0.312], [3.847, 4.530, -0.250], [3.930, 4.235, -1.285], [3.687, 6.723, -0.425], [3.330, 6.961, 2.038], [3.174, 5.068, 3.636], [3.520, 2.722, 2.468], [4.198, 0.409, -0.128], [4.392, 1.080, 1.544], [2.121, -0.339, 1.457], [1.979, 1.164, 1.666], [-0.676, 4.865, -2.993], [-0.698, 3.044, -3.381], [-1.032, 3.888, -1.766]]
}